Entry 1:
The molecule C5H7P at a distorted geometry. Source: OMol25; level of theory: the ωB97M-V functional and the def2-TZVPD basis.

```
13
Properties=species:S:1:pos:R:3:nbo_charge:R:1
C 0.706 0.203 0.950 -0.286
C 1.553 1.255 0.484 -0.582
C -0.251 -0.116 0.092 0.071
C -0.170 0.481 -1.322 -0.764
C -1.140 -1.295 0.297 -0.643
P 1.191 1.774 -1.112 0.566
H 0.762 -0.081 2.082 0.220
H 2.399 1.604 1.188 0.241
H 0.271 -0.247 -2.084 0.265
H -1.119 0.933 -1.569 0.253
H -2.143 -0.950 0.357 0.214
H -1.068 -1.663 1.258 0.221
H -0.991 -1.898 -0.621 0.224
```

The calculation puts the highest occupied orbital energy at -8.0 eV. Its calculated total energy is -535.99941 hartree. For the HOMO-LUMO gap, the calculation gives 8.253 eV. As for the spin multiplicity: 1. Its SMILES is CC1=CC=PC1.

---

Entry 2:
The molecule C5H8ClN at a distorted geometry. Source: OMol25; level of theory: the ωB97M-V functional and the def2-TZVPD basis.

```
15
Properties=species:S:1:pos:R:3:nbo_charge:R:1
C 0.373 1.840 0.561 -0.414
C 1.528 0.455 0.101 0.202
C -0.590 0.563 0.428 -0.086
C -1.346 0.743 -0.917 -0.609
C 0.419 -1.799 0.584 -0.439
N 0.530 -0.373 0.302 -0.399
Cl 3.150 0.154 -0.339 0.063
H 0.453 2.628 -0.289 0.177
H -1.131 0.174 1.267 0.196
H -0.504 0.659 -1.692 0.218
H -2.042 1.568 -1.112 0.230
H -1.907 -0.121 -0.960 0.191
H -0.080 -2.426 -0.278 0.221
H 1.469 -2.131 0.839 0.231
H -0.321 -1.934 1.505 0.219
```

The calculation puts the highest occupied orbital energy at -7.2 eV. Its calculated total energy is -710.06251 hartree. For the HOMO-LUMO gap, the calculation gives 7.821 eV. As for the spin multiplicity: 1. Its SMILES is C[C@@H]1C=C(Cl)N1C.